(1)
ORCA calculation (the ωB97M-V functional and the def2-TZVPD basis) on a gas-phase ion, C5H13N2O (charge -1) in a non-equilibrium geometry.

```
21
C5H13N2O the ωB97M-V functional and the def2-TZVPD basis
C 0.47190 -0.54998 1.05785
N 1.82904 -0.42536 0.60625
C 2.50941 0.87496 1.23179
C -0.48885 -0.65803 -0.12712
C -1.90078 -0.69262 0.55491
N -0.37726 0.48768 -1.09221
C -1.24147 0.31591 -2.37535
O -1.94799 1.36322 -2.42536
H 0.08500 0.15968 1.78718
H 0.22721 -1.59702 1.40186
H 1.80090 -0.13876 -0.43943
H 3.51453 1.05127 0.85434
H 2.79340 0.67956 2.40476
H 1.89848 1.77374 1.04281
H -0.19118 -1.53611 -0.67800
H -2.51579 -1.37746 0.05736
H -2.31157 0.26376 0.53569
H -1.81753 -1.04491 1.60783
H -0.42515 1.31811 -0.44177
H -1.49006 -0.75368 -2.39363
H -0.42223 0.48602 -3.16974
```

## Properties
Net charge: -1
DFT total energy: -10420.7334 eV
Orbital gap: 6.08 eV
HOMO energy: -2.35 eV



(2)
ORCA calculation (the ωB97M-V functional and the def2-TZVPD basis) on 2 unconnected molecules or ions with the total composition C5H13N2O in a non-equilibrium geometry.

```
21
C5H13N2O the ωB97M-V functional and the def2-TZVPD basis
C -2.15575 -1.17437 2.42274
N -1.27114 -2.27136 1.94209
C -0.52586 -1.83428 0.74704
O 0.16602 -0.62665 0.84231
H -1.57524 -0.20938 2.51552
H -2.65658 -1.49261 3.36781
H -2.96973 -1.10438 1.66797
H -0.54205 -2.49934 2.60896
H -1.28095 -1.87638 -0.11430
H 0.09514 -2.71878 0.49602
C -0.10211 1.77197 -1.30335
C 1.38812 1.45914 -1.54625
C 1.99635 1.76523 -2.72235
N 1.98576 0.87757 -0.45769
H -0.17089 2.52496 -0.52333
H -0.54725 0.83618 -0.97939
H -0.59679 2.00250 -2.24443
H 3.00160 1.37162 -2.93029
H 1.40516 2.26813 -3.46137
H 1.36702 0.26323 0.15235
H 2.98914 0.66702 -0.48005
```

## Properties
Spin multiplicity: 2
Expectation value of S²: 0.757
DFT total energy: -10419.8806 eV
Orbital gap (spin up / spin down): 8.80 / 4.85 eV
HOMO energy (spin up / spin down): -7.92 / -7.62 eV



(3)
ORCA calculation (the ωB97M-V functional and the def2-TZVPD basis) on a single C5H13N2O molecule in a non-equilibrium geometry.

```
21
C5H13N2O the ωB97M-V functional and the def2-TZVPD basis
C -0.93926 -1.78391 -1.23242
O -1.32216 -2.83694 -0.32490
C -0.06711 -0.71083 -0.54385
C -0.92060 0.47270 -0.02856
C -0.15672 1.49780 0.68356
C 1.01549 1.97838 0.08494
N 1.80895 3.03735 0.57810
N 0.53870 -1.28382 0.68748
H -0.37429 -2.32220 -1.99014
H -1.83086 -1.33048 -1.64552
H -1.90530 -2.49203 0.34972
H 0.77213 -0.44398 -1.17521
H -1.77180 0.05413 0.53268
H -1.51830 0.76275 -0.93798
H -0.37030 1.69431 1.72765
H 1.18096 1.78133 -0.97341
H 1.59926 3.44056 1.46856
H 2.31078 3.55670 -0.10490
H 1.51360 -1.33072 0.75426
H 0.18648 -2.23076 0.86158
H 0.23911 -0.63191 1.47418
```

## Properties
Spin multiplicity: 2
Expectation value of S²: 0.751
DFT total energy: -10418.8418 eV
Orbital gap (spin up / spin down): 4.02 / 8.95 eV
HOMO energy (spin up / spin down): -3.02 / -8.26 eV



(4)
ORCA calculation (the ωB97M-V functional and the def2-TZVPD basis) on a single C5H13N2O molecule in a non-equilibrium geometry.

```
21
C5H13N2O the ωB97M-V functional and the def2-TZVPD basis
O 1.18000 -0.79650 1.44016
C 0.96459 -0.84156 0.13001
N 1.76620 0.06910 -0.69616
C 2.53286 1.08739 0.02013
C -0.54877 -0.72888 -0.19833
N -1.30510 -1.76147 0.48415
C -2.51126 0.87916 -0.20724
C -1.05757 0.69572 0.08351
H 2.38658 -0.45082 -1.29542
H 3.09165 0.64927 0.86159
H 3.18754 1.56126 -0.69191
H 1.84058 1.73045 0.55224
H -0.62463 -0.79955 -1.28628
H -0.81319 -1.99474 1.33800
H 1.26908 -1.86171 -0.19367
H -1.45357 -2.59628 -0.06163
H -2.82352 1.80843 0.27269
H -2.71207 0.93445 -1.24187
H -3.10202 0.08638 0.25806
H -0.76822 1.03803 1.07507
H -0.49916 1.29189 -0.64310
```

## Properties
Spin multiplicity: 2
Expectation value of S²: 0.756
DFT total energy: -10421.1535 eV
Orbital gap (spin up / spin down): 9.70 / 7.34 eV
HOMO energy (spin up / spin down): -8.81 / -9.00 eV



(5)
ORCA calculation (the ωB97M-V functional and the def2-TZVPD basis) on 2 unconnected molecules or ions with the total composition C5H13N2O.

```
21
C5H13N2O the ωB97M-V functional and the def2-TZVPD basis
C 1.66020 0.99166 2.30959
O 2.09681 0.01764 3.24856
C 0.55512 0.35662 1.51070
C -0.49853 1.01299 1.05413
H 2.49106 1.28425 1.65911
H 1.26340 1.87079 2.81145
H 2.82735 0.39301 3.74760
H 0.77544 -0.67789 1.26168
H -1.29083 0.49500 0.53797
H -0.58059 2.08147 1.21257
C -0.38000 -0.41567 -1.99887
C -1.58501 -0.97211 -1.95960
N -1.96557 -1.97245 -1.07849
N -0.14319 0.72344 -2.91856
H 0.44084 -0.57738 -1.32203
H -2.30913 -0.60829 -2.67679
H -2.96391 -2.11202 -1.04531
H -1.60977 -1.87340 -0.13750
H 0.71957 0.57364 -3.48650
H -0.07401 1.63811 -2.38202
H -0.92580 0.82230 -3.60399
```

## Properties
Spin multiplicity: 2
Expectation value of S²: 0.751
DFT total energy: -10418.5495 eV
Orbital gap (spin up / spin down): 4.38 / 9.99 eV
HOMO energy (spin up / spin down): -3.58 / -9.24 eV



(6)
ORCA calculation (the ωB97M-V functional and the def2-TZVPD basis) on a molecular structure, C5H13N2O in a non-equilibrium geometry.

```
21
C5H13N2O the ωB97M-V functional and the def2-TZVPD basis
N 4.78927 -0.92734 1.64147
C -3.31831 -0.32758 -0.01731
C -3.17390 1.07381 -0.51408
C -4.47043 -0.87577 0.34687
N 2.32300 -0.53966 -0.42290
C 1.94524 0.52891 -1.28035
C 1.07307 0.76723 -0.07412
O -0.12581 0.48222 -0.11023
H 4.76731 -0.79829 0.64666
H 5.42981 -0.29465 2.10048
H 5.05583 -1.87501 1.82977
H -2.34986 -0.80071 0.10081
H -4.11868 1.62450 -0.47146
H -2.65855 1.12933 -1.47038
H -2.58635 1.68778 0.18226
H -4.47993 -1.92142 0.63998
H -5.45771 -0.44500 0.27009
H 1.75493 -1.37226 -0.49695
H 2.70966 1.27945 -1.46552
H 1.45649 0.26667 -2.21692
H 1.43493 1.33778 0.78183
```

## Properties
Spin multiplicity: 2
Expectation value of S²: 0.773
DFT total energy: -10419.5519 eV
Orbital gap (spin up / spin down): 10.20 / 7.66 eV
HOMO energy (spin up / spin down): -9.24 / -9.24 eV



(7)
ORCA calculation (the ωB97M-V functional and the def2-TZVPD basis) on 2 unconnected molecules or ions with the total composition C5H13N2O in a non-equilibrium geometry.

```
21
C5H13N2O the ωB97M-V functional and the def2-TZVPD basis
O 0.99664 0.02249 0.34440
C 0.70562 0.96105 -0.39862
C -0.39904 0.91115 -1.33189
C -1.35204 -0.21693 -1.32269
C -2.60317 -0.10056 -0.41052
C -2.10451 -0.13316 1.04606
N -1.28703 -1.34589 1.38714
N 5.08241 0.37439 0.24688
H 1.38979 1.81471 -0.46805
H -0.86594 1.85508 -1.52987
H -0.82585 -1.15578 -1.10979
H -1.73748 -0.32657 -2.34769
H -3.15795 0.81960 -0.60230
H -3.28736 -0.93244 -0.62170
H -2.90212 0.06577 1.75925
H -1.32635 0.62552 1.11840
H -0.32224 -1.29427 1.10763
H -1.49792 -1.91800 2.18575
H 5.80106 0.30659 0.94844
H 4.28979 -0.17168 0.57383
H 5.40368 -0.16105 -0.57468
```

## Properties
Net charge: +1
DFT total energy: -10412.4097 eV
Orbital gap: 4.00 eV
HOMO energy: -12.56 eV



(8)
ORCA calculation (the ωB97M-V functional and the def2-TZVPD basis) on a gas-phase ion, C5H13N2O (charge +1) in a non-equilibrium geometry.

```
21
C5H13N2O the ωB97M-V functional and the def2-TZVPD basis
N -1.08872 -1.07180 0.53307
C -0.12384 -0.41636 1.64724
C 0.92026 -1.39969 2.26094
C 0.62570 0.70142 0.95155
N -0.22284 1.34426 -0.09647
C 0.49947 1.36503 -1.39787
C 0.07632 0.28939 -2.31022
O -0.72544 -0.56232 -2.01045
H -1.29660 -0.35946 -0.20097
H -1.88254 -1.42442 0.92104
H -0.61535 -1.97418 0.17469
H -0.79361 0.04446 2.44845
H 1.70572 -1.62807 1.53816
H 0.38454 -2.32920 2.51526
H 1.33209 -0.94397 3.17787
H 1.45835 0.35571 0.36520
H 0.87575 1.51122 1.73061
H -0.76425 2.23229 0.17992
H 0.42732 2.15917 -2.10680
H 1.60460 1.46709 -1.38091
H 0.56099 0.24198 -3.24497
```

## Properties
Net charge: +1
DFT total energy: -10415.7762 eV
Orbital gap: 10.84 eV
HOMO energy: -13.69 eV



(9)
ORCA calculation (the ωB97M-V functional and the def2-TZVPD basis) on 2 unconnected molecules or ions with the total composition C5H13N2O in a non-equilibrium geometry.

```
21
C5H13N2O the ωB97M-V functional and the def2-TZVPD basis
C 0.02505 -0.44024 -1.46169
C -0.44503 -0.40093 -0.01968
C 0.28782 0.78443 0.68977
C 0.32919 2.05029 0.19417
C 1.56799 -0.01567 2.52379
N 0.48049 0.45871 2.06567
N 1.67760 -0.66107 -1.46503
H -0.30734 -1.22815 -2.18631
H -0.13569 0.48565 -2.04239
H -0.36756 -1.38565 0.47848
H -1.54214 -0.12942 0.00059
H -0.15449 2.36753 -0.68313
H 0.67701 2.79747 0.88947
H 2.47894 -0.27986 2.03061
H 1.48304 -0.07709 3.68877
H 2.18591 -0.38528 -2.30626
H 1.94866 0.07642 -0.76289
H 1.89295 -1.54506 -1.02833
H -3.77684 -1.02365 -2.27356
H -3.97083 -0.86340 -0.61922
O -3.26354 -1.15753 -1.36856
```

## Properties
Net charge: +1
DFT total energy: -10414.4788 eV
Orbital gap: 9.27 eV
HOMO energy: -12.68 eV



(10)
ORCA calculation (the ωB97M-V functional and the def2-TZVPD basis) on a gas-phase ion, C5H13N2O (charge +1) in a non-equilibrium geometry.

```
21
C5H13N2O the ωB97M-V functional and the def2-TZVPD basis
C 1.59672 -1.22576 0.71763
O 1.24486 -2.04897 1.89650
C 0.28237 -0.41732 0.57758
C 0.28409 0.00089 -0.91601
C -0.82264 0.93868 -1.27131
C -0.85719 2.24119 -1.35454
N -2.15143 0.14428 -1.35406
N 0.38318 0.72738 1.46417
H 2.52815 -0.72372 1.01336
H 2.04628 -1.98178 0.05017
H 1.93742 -2.70401 2.04134
H -0.67259 -0.91062 0.77996
H 0.29972 -0.93708 -1.46612
H 1.19363 0.59243 -1.06690
H -1.61994 2.96476 -1.63585
H -0.00331 2.91242 -1.40467
H -2.44962 0.22554 -2.32706
H -2.87453 0.46074 -0.70906
H -1.92684 -0.83430 -1.19052
H 1.20767 1.26141 1.24626
H 0.32806 0.52711 2.44839
```

## Properties
Net charge: +1
DFT total energy: -10414.8983 eV
Orbital gap: 9.27 eV
HOMO energy: -12.80 eV



(11)
ORCA calculation (the ωB97M-V functional and the def2-TZVPD basis) on 2 unconnected molecules or ions with the total composition C5H13N2O in a non-equilibrium geometry.

```
21
C5H13N2O the ωB97M-V functional and the def2-TZVPD basis
C -1.14556 1.29451 0.27705
O -1.76506 2.33019 -0.50944
C -1.87807 -0.05106 0.18205
C -0.90646 -1.20854 0.62397
C 0.28747 -1.43697 -0.31513
C 0.93128 -0.40876 -0.90037
N 4.71314 0.52136 -0.60684
N -3.19925 -0.12130 0.94518
H -0.19394 1.03134 -0.05950
H -1.04445 1.53642 1.33349
H -1.13498 2.68706 -1.11544
H -2.13544 -0.16869 -0.92649
H -0.50912 -0.84568 1.68949
H -1.44635 -2.06677 0.66745
H 0.70722 -2.39124 -0.35949
H 1.97281 -0.64805 -1.18498
H 5.54895 -0.15169 -0.51750
H 4.54861 0.41493 -1.59500
H 3.91199 0.14987 -0.04965
H -3.20926 -0.86060 1.63722
H -4.05351 0.39366 0.78392
```

## Properties
Net charge: +1
DFT total energy: -10409.3821 eV
Orbital gap: 4.26 eV
HOMO energy: -13.09 eV



(12)
ORCA calculation (the ωB97M-V functional and the def2-TZVPD basis) on 3 unconnected molecules or ions with the total composition C5H13N2O in a non-equilibrium geometry.

```
21
C5H13N2O the ωB97M-V functional and the def2-TZVPD basis
O -1.49869 -0.21508 1.56182
C -1.31089 -0.03533 0.34681
N -1.62030 0.36457 -0.80924
C -4.69606 0.63242 0.23586
C 1.92073 0.05494 -0.10810
N 3.23722 -0.33545 -0.58377
C 3.31903 -1.65496 -1.18511
C 1.77828 1.25280 0.91370
H -5.73840 0.16632 0.02118
H -3.97219 -0.15346 0.39390
H -4.77642 1.20198 1.17482
H -4.26337 1.29835 -0.48817
H 1.19219 0.28362 -0.87087
H -0.43571 -0.35836 -0.49942
H 1.42938 -0.76042 0.55141
H 2.72071 -2.42368 -0.60831
H 4.39756 -2.08150 -1.20739
H 2.94335 -1.81813 -2.17712
H 2.25759 2.12337 0.45624
H 0.75892 1.49600 1.11343
H 2.35708 0.96200 1.76834
```

## Properties
Net charge: +1
DFT total energy: -10408.1139 eV
Orbital gap: 5.30 eV
HOMO energy: -14.73 eV



Number 4 is which compound? C5H13N2O



Look up the DFT total energy of the first one. -10420.7334 eV



What did the eleventh record say?
ORCA calculation (the ωB97M-V functional and the def2-TZVPD basis) on 2 unconnected molecules or ions with the total composition C5H13N2O in a non-equilibrium geometry.

```
21
C5H13N2O the ωB97M-V functional and the def2-TZVPD basis
C -1.14556 1.29451 0.27705
O -1.76506 2.33019 -0.50944
C -1.87807 -0.05106 0.18205
C -0.90646 -1.20854 0.62397
C 0.28747 -1.43697 -0.31513
C 0.93128 -0.40876 -0.90037
N 4.71314 0.52136 -0.60684
N -3.19925 -0.12130 0.94518
H -0.19394 1.03134 -0.05950
H -1.04445 1.53642 1.33349
H -1.13498 2.68706 -1.11544
H -2.13544 -0.16869 -0.92649
H -0.50912 -0.84568 1.68949
H -1.44635 -2.06677 0.66745
H 0.70722 -2.39124 -0.35949
H 1.97281 -0.64805 -1.18498
H 5.54895 -0.15169 -0.51750
H 4.54861 0.41493 -1.59500
H 3.91199 0.14987 -0.04965
H -3.20926 -0.86060 1.63722
H -4.05351 0.39366 0.78392
```

## Properties
Net charge: +1
DFT total energy: -10409.3821 eV
Orbital gap: 4.26 eV
HOMO energy: -13.09 eV



What is the formula in the eleventh record? C5H13N2O